{
  "formula": "C39H39F13O39",
  "method": "ωB97M-V with the def2-TZVPD basis set",
  "homo_ev": -10.2895,
  "molar_mass_g_mol": 1378.68,
  "max_force_ha_per_bohr": 0.033,
  "relative_energy_kcal_mol": 0.7,
  "symbols": ["F", "F", "F", "F", "F", "F", "F", "F", "F", "F", "F", "F", "F", "O", "O", "O", "O", "O", "O", "O", "O", "O", "O", "O", "O", "O", "O", "O", "O", "O", "O", "O", "O", "O", "O", "O", "O", "O", "O", "O", "O", "O", "O", "O", "O", "O", "O", "O", "O", "O", "O", "O", "C", "C", "C", "C", "C", "C", "C", "C", "C", "C", "C", "C", "C", "C", "C", "C", "C", "C", "C", "C", "C", "C", "C", "C", "C", "C", "C", "C", "C", "C", "C", "C", "C", "C", "C", "C", "C", "C", "C", "H", "H", "H", "H", "H", "H", "H", "H", "H", "H", "H", "H", "H", "H", "H", "H", "H", "H", "H", "H", "H", "H", "H", "H", "H", "H", "H", "H", "H", "H", "H", "H", "H", "H", "H", "H", "H", "H", "H"],
  "coordinates": [[-21.837212, -10.706436, -11.985328], [-15.469120, -10.705856, -16.163992], [-19.498011, -7.038631, -22.484627], [-15.710094, -10.063215, -13.105118], [-23.486640, -7.577850, -14.580260], [-14.446406, -10.394127, -21.813416], [-17.559714, -3.475018, -16.599422], [-21.315244, -7.729179, -20.451560], [-19.424832, -12.700289, -22.882628], [-13.252167, -8.823515, -15.218708], [-17.614490, -2.003174, -12.746353], [-20.150177, -8.592405, -17.847882], [-21.779274, -9.795147, -16.249363], [-15.881236, -14.585834, -17.954576], [-20.680687, -4.616456, -19.317350], [-24.476944, -5.668186, -15.336395], [-24.671531, -7.133259, -19.892624], [-15.796718, -7.430693, -18.890533], [-16.300537, -12.575821, -17.028300], [-21.557001, -9.077685, -10.489749], [-15.840024, -7.830699, -11.263382], [-19.868053, -8.440321, -11.784805], [-23.168439, -10.412128, -14.590821], [-25.153883, -8.719227, -18.379527], [-22.336838, -5.071164, -15.399950], [-20.177750, -10.192039, -21.378496], [-24.575221, -11.192487, -16.122869], [-20.483010, -2.359692, -14.027926], [-18.628006, -8.887649, -15.363284], [-16.679972, -9.886339, -11.047402], [-18.162840, -9.705291, -20.499822], [-23.044768, -8.472918, -19.182196], [-19.828639, -5.100157, -21.345040], [-17.011780, -4.716736, -11.639043], [-18.866140, -6.824738, -14.510718], [-19.650202, -8.294944, -9.552656], [-19.456140, -3.796957, -15.414597], [-13.537590, -5.622622, -16.457234], [-19.083930, -6.190936, -19.572631], [-15.689948, -3.121745, -12.444428], [-18.862598, -7.150054, -16.734307], [-18.742428, -11.827222, -20.936824], [-14.836945, -13.952144, -16.063292], [-15.451943, -8.996667, -9.361542], [-23.850134, -3.653351, -14.524853], [-15.117864, -8.569551, -20.691284], [-14.856880, -4.709339, -14.873923], [-15.062723, -4.266650, -10.598759], [-14.501367, -6.943358, -14.946611], [-14.190549, -8.984703, -18.720559], [-25.389783, -10.437778, -14.157563], [-20.462531, -2.003866, -16.257769], [-22.629199, -7.986972, -20.446515], [-15.990919, -11.937860, -15.809719], [-15.064181, -8.217986, -19.386187], [-23.279921, -11.637454, -16.529358], [-19.941920, -5.260971, -19.990492], [-19.567599, -2.455213, -17.271080], [-18.873588, -5.997794, -21.861190], [-15.928028, -8.889844, -10.434426], [-20.958957, -8.591500, -12.664325], [-20.275534, -8.572528, -10.510877], [-18.950271, -10.474470, -20.947014], [-13.842682, -7.788218, -15.869909], [-19.792162, -12.457576, -21.588344], [-23.760649, -6.814153, -15.673920], [-21.961076, -9.345004, -11.791547], [-24.371570, -8.180594, -19.081242], [-18.835567, -8.267003, -17.566499], [-12.805331, -6.852097, -16.441024], [-16.856357, -3.049931, -13.198844], [-15.689688, -13.789408, -17.102915], [-18.833652, -7.554549, -15.441881], [-13.596506, -9.940193, -19.612734], [-22.475544, -6.232248, -16.243136], [-20.164214, -2.669984, -15.119725], [-20.900753, -11.414114, -21.571502], [-18.144416, -6.454571, -20.621903], [-17.526307, -4.384595, -12.938454], [-16.724075, -8.057049, -12.351951], [-18.913533, -3.713797, -16.700054], [-14.349878, -5.655834, -15.364407], [-22.350366, -10.872183, -15.591317], [-15.833026, -4.076736, -11.477169], [-14.020277, -9.414921, -20.990983], [-16.788773, -9.562189, -12.391779], [-18.292260, -9.369327, -16.664851], [-14.875665, -12.806590, -15.242576], [-23.583193, -4.685743, -15.023971], [-24.495414, -10.692706, -14.880691], [-23.486496, -6.742618, -20.607241], [-21.387887, -7.637550, -12.983192], [-24.334172, -7.396466, -16.392259], [-17.340376, -5.129023, -13.708792], [-17.714260, -9.949266, -12.811246], [-20.085136, -2.578771, -18.220055], [-13.260220, -8.832237, -21.511830], [-14.007714, -10.930471, -19.431531], [-12.451110, -7.083057, -17.440172], [-18.607226, -4.363569, -12.810041], [-20.064650, -13.389973, -21.103204], [-14.554470, -8.205464, -16.580737], [-20.740269, -9.103036, -13.599187], [-22.985199, -9.043882, -11.991426], [-21.519216, -11.512681, -20.674054], [-22.854091, -8.728313, -21.217372], [-14.993474, -12.975041, -14.170588], [-19.051391, -4.665261, -17.198981], [-16.890447, -11.745281, -15.234074], [-11.958978, -6.770318, -15.756477], [-18.346806, -8.166460, -18.523399], [-17.729783, -7.659791, -12.212816], [-21.522386, -11.489770, -15.246113], [-18.826740, -1.671350, -17.440950], [-21.609851, -6.866425, -16.066616], [-17.223483, -9.533603, -16.792097], [-12.516881, -9.905772, -19.507070], [-23.768371, -6.567106, -21.643952], [-21.545463, -11.455729, -22.442942], [-22.494690, -5.963937, -17.299239], [-23.086662, -5.819833, -20.187131], [-16.379538, -7.596735, -13.273334], [-18.308291, -5.436065, -22.599345], [-23.210895, -12.715451, -16.366690], [-18.842675, -10.290583, -16.842861], [-13.936196, -12.250860, -15.290281], [-17.752508, -7.465540, -20.594442], [-23.193464, -11.422405, -17.590555], [-16.666238, -2.901421, -14.257257], [-17.282785, -5.820020, -20.395814]],
  "forces_ev_per_a": [[-0.09, -0.01, -0.10], [-0.10, -0.03, 0.24], [-0.12, 0.02, -0.08], [-0.05, -0.41, -0.04], [-0.09, 0.00, 0.38], [-0.03, -0.14, 0.03], [0.18, -0.25, 0.02], [0.19, 0.03, 0.30], [0.07, -0.21, -0.06], [-0.05, 0.04, 0.20], [-0.02, 0.09, 0.08], [-0.07, 0.21, -0.27], [-0.13, -0.03, 0.21], [0.01, 0.07, -0.11], [-0.18, -0.31, 0.10], [-0.19, -0.37, 0.45], [0.19, -0.30, 0.07], [-0.05, 0.57, 0.43], [-0.56, -0.07, 0.35], [0.11, 0.43, -0.08], [-0.23, 0.04, 0.25], [0.68, 0.27, -0.53], [-0.12, -0.46, 0.45], [0.10, -0.28, 0.34], [-0.15, 0.04, -0.60], [-0.18, 0.18, -0.82], [-0.07, -0.48, 0.17], [-0.18, -0.05, 0.11], [0.21, 0.02, 0.01], [0.44, -0.31, -0.14], [0.11, 0.22, -0.20], [0.09, -0.59, -0.16], [-0.20, -0.10, 0.17], [0.64, -0.52, -0.48], [-0.52, 0.03, 0.10], [0.20, -0.05, 0.11], [0.51, -0.22, -0.13], [0.22, 0.03, 0.39], [-0.10, -0.15, 0.25], [0.20, 0.04, -0.07], [0.14, 0.23, -0.54], [0.15, 0.13, -0.01], [-0.35, -0.10, 0.01], [0.03, 0.00, 0.02], [-0.21, 0.13, 0.14], [0.51, 0.33, -0.09], [-0.23, -0.07, 0.08], [0.13, 0.01, -0.11], [-0.23, -0.06, 0.06], [0.46, -0.06, 0.01], [0.01, -0.08, 0.08], [0.36, -0.20, 0.08], [-0.28, 0.64, -0.12], [0.84, 0.31, -1.15], [-0.80, -1.06, -0.35], [-0.60, -0.04, 0.06], [0.06, 0.10, -0.60], [-0.13, 0.43, -0.74], [-0.10, 0.24, 0.08], [-0.09, 0.05, -0.09], [-1.18, -0.01, -0.11], [-0.55, -0.20, 0.21], [0.04, -0.43, 0.83], [0.32, -0.27, 0.03], [-0.64, 0.23, -0.31], [0.13, 0.12, -1.66], [0.19, -0.09, -0.62], [-0.18, 0.91, -0.21], [-0.65, -1.21, 0.28], [-0.11, 0.14, -0.36], [-0.50, -0.49, -0.58], [0.29, -0.28, 0.15], [0.93, -0.05, 0.35], [0.00, 0.44, -0.48], [0.60, -0.10, 1.05], [-0.42, 0.20, 0.11], [-0.05, -0.22, 1.09], [1.06, 0.64, 0.37], [-1.02, 0.16, 0.79], [-0.39, 0.14, -0.84], [-0.28, 0.57, 0.37], [0.13, 0.17, -0.36], [0.28, -0.16, -1.11], [-0.36, 0.10, 0.35], [-0.17, 0.04, 0.17], [-0.49, 0.82, 0.09], [-0.41, -0.05, -0.46], [0.30, 1.10, 1.05], [0.51, 0.30, -0.06], [0.17, 0.77, -0.25], [-0.61, 0.01, -0.40], [0.23, 0.22, 0.40], [-0.17, -0.12, 0.25], [0.59, -0.07, 0.18], [0.10, -0.24, 0.02], [-0.26, -0.32, 0.26], [0.03, -0.07, -0.06], [0.02, -0.03, 0.05], [-0.16, -0.03, -0.06], [0.00, 0.51, -0.23], [0.28, -0.13, -0.01], [0.00, 0.11, 0.09], [0.49, -0.38, 0.31], [-0.15, -0.23, 0.32], [-0.05, -0.26, -0.12], [0.17, -0.13, 0.03], [-0.33, -0.76, -0.22], [-0.01, 0.03, -0.20], [0.02, -0.13, 0.19], [0.00, -0.08, 0.04], [0.35, 0.56, 0.19], [0.14, 0.08, 0.60], [-0.03, 0.18, 0.43], [0.23, -0.18, 0.20], [-0.08, -0.11, 0.00], [0.00, 0.19, 0.25], [0.00, -0.16, 0.21], [0.05, 0.01, 0.02], [0.32, 0.42, -0.27], [-0.30, 0.14, 0.02], [0.32, -0.20, 0.18], [0.58, -0.12, 0.08], [0.23, -0.25, -0.05], [0.04, 0.04, 0.03], [0.07, -0.04, -0.04], [-0.02, -0.02, -0.42], [-0.65, -0.21, -0.19], [0.36, 0.22, 0.07], [0.39, 0.23, 0.07], [-0.03, 0.11, -0.33]]
}